1.
Molecular formula: C7H10Cl2N2O2
Method: DFT, ωB97M-V with the def2-TZVPD basis set

Computed properties:
- lowest unoccupied orbital energy (Ha) = 0.0199
- SMILES = O=CN1CCN(C(=O)C(Cl)Cl)CC1
- gap between HOMO and LUMO (Ha) = 0.3690
- HOMO energy (eV) = -9.5
- calculated total energy (a.u.) = -1453.1106
- ΔE to the lowest compared entry with this formula, charge and spin (eV) = 0.000
- total charge = 0
- max |F| (eV/Å) = 3.36

XYZ file:
```
23
C7H10Cl2N2O2 (ωB97M-V with the def2-TZVPD basis set)
O -3.77738 -1.51454 -0.28913
C -3.27943 -0.53602 0.24565
N -1.89399 -0.42955 0.45044
C -1.37718 0.70978 1.16501
C -0.22323 1.37944 0.41638
N 0.83000 0.45961 0.01597
C 2.15628 0.88515 -0.23742
O 2.41838 2.09030 -0.12936
C 3.25317 0.02960 -0.91411
Cl 3.84018 -1.29263 0.10959
Cl 2.67607 -0.63393 -2.47962
C 0.46915 -0.94323 -0.01070
C -1.00885 -1.13487 -0.45351
H -3.90772 0.17825 0.79297
H -2.08724 1.49707 1.37234
H -1.00383 0.35478 2.12804
H -0.65975 1.87884 -0.46559
H 0.17766 2.16237 1.02651
H 4.07204 0.75347 -1.15600
H 0.58371 -1.41887 0.98290
H 1.13401 -1.55213 -0.63633
H -1.27789 -2.20748 -0.47771
H -1.11418 -0.71540 -1.45632
```

Atomic partial charges in e from the Löwdin method, atoms 1 to 4: O 0.02; C -0.28; N -0.10; C -0.15

2.
Molecular formula: C3H4N2O
Method: DFT, ωB97M-V with the def2-TZVPD basis set

Computed properties:
- lowest unoccupied orbital energy (spin up / spin down) (Ha) = -0.0413 / -0.0463
- gap between HOMO and LUMO (spin up / spin down) (Ha) = 0.3098 / 0.2686
- HOMO energy (spin up / spin down) (eV) = -9.6 / -8.6
- calculated total energy (a.u.) = -301.2844
- ΔE to the lowest compared entry with this formula, charge and spin (eV) = 5.520
- total charge = 0
- max |F| (eV/Å) = 4.30

XYZ file:
```
10
C3H4N2O (ωB97M-V with the def2-TZVPD basis set)
N 1.52718 -0.29189 0.03296
C 0.52320 0.80046 -0.23077
N 0.36226 1.57566 -1.15146
O -1.91403 0.01764 -1.21580
C -1.66535 -0.30307 -0.06860
C -0.39674 -0.04782 0.57933
H 2.16429 -0.02689 0.77459
H 1.98116 -0.49835 -0.84808
H -2.44272 -0.69765 0.61438
H -0.13925 -0.52808 1.51345
```

Atomic partial charges in e from the Löwdin method, atoms 1 to 4: N 0.08; C -0.46; N 0.26; O 0.03